DFT (ωB97M-V/def2-TZVPD) results for a 2-piece molecular cluster, C3H11NS overall at a distorted geometry.

```
! wB97M-V def2-TZVPD RIJCOSX def2/J DEFGRID3
* xyz 0 1
C -0.5197 -2.3312 0.8894
C -0.6605 -1.1638 -0.2975
N -2.0916 -0.9117 -0.6552
H -1.4325 -2.3814 1.4490
H -0.1523 -3.2900 0.6079
H 0.2793 -1.9828 1.4825
H -0.1174 -0.2675 0.1096
H -0.2015 -1.6677 -1.2033
H -2.3824 -1.8673 -0.8827
H -2.2295 -0.4002 -1.4783
C 1.3263 3.2077 -0.0871
S 1.8003 1.8436 1.0719
H 1.0444 2.6177 -0.9190
H 0.3494 3.5462 0.1139
H 2.2398 3.7711 -0.4178
H 2.7478 1.2773 0.2166
*
```

DFT total energy, eV: -15613.0830
SMILES: CCN.CS
Frontier orbital gap, eV: 9.873
LUMO, eV: 0.8

---

DFT (ωB97M-V/def2-TZVPD) results for a 9-piece molecular cluster, C17H52N4O9 overall at a distorted geometry.

```
! wB97M-V def2-TZVPD RIJCOSX def2/J DEFGRID3
* xyz 0 1
N 3.1797 4.9031 2.5809
C 2.4670 3.7579 2.8447
N 1.8501 3.1626 1.7746
O 2.4158 3.2765 3.9667
H 3.3717 5.2705 1.6691
H 3.5870 5.3463 3.3824
H 1.4518 2.2601 1.9498
H 1.7011 3.6263 0.8983
N 2.7330 1.5126 -3.4860
C 3.0842 1.4095 -2.1495
N 4.2046 0.6880 -1.8732
O 2.4257 1.9766 -1.2867
H 1.7586 1.7001 -3.6405
H 3.2306 0.9667 -4.1681
H 4.5663 0.5936 -0.9349
H 4.5612 0.0306 -2.5447
C 0.0826 -3.6821 -4.9951
C -0.8313 -2.4823 -5.2321
C -0.9857 -1.6411 -3.9862
O -0.2067 -1.6384 -6.2248
H -0.3628 -4.4311 -4.3329
H 1.0319 -3.3305 -4.5987
H 0.2339 -4.2294 -5.9299
H -1.8013 -2.8124 -5.6110
H -1.5747 -2.1823 -3.2393
H -1.4951 -0.7071 -4.2205
H -0.0392 -1.4315 -3.4846
H -0.5511 -1.8766 -7.0892
C -4.4421 -3.3482 -1.2312
C -4.4062 -3.5120 -2.7572
O -5.6933 -3.4401 -3.3390
H -4.9466 -2.4260 -0.9489
H -3.4156 -3.3684 -0.8587
H -4.9668 -4.1989 -0.7955
H -4.0017 -4.5001 -2.9703
H -3.7504 -2.7346 -3.1618
H -5.9909 -2.5265 -3.3089
C 0.1550 -2.2816 3.4864
C 1.1510 -1.4331 4.2210
O 0.6368 -1.1789 5.5471
H 0.5727 -2.6182 2.5354
H -0.7578 -1.7240 3.2592
H -0.1560 -3.1247 4.1011
H 1.3456 -0.4604 3.7524
H 2.1294 -1.9203 4.3049
H 1.0452 -0.3724 5.8807
C -1.2264 -0.7199 -0.2560
C 0.0166 -0.0850 0.3503
O 0.0628 1.2808 0.0118
H -2.1195 -0.4024 0.2899
H -1.1936 -1.8097 -0.2441
H -1.3265 -0.3818 -1.2878
H 0.8639 -0.6415 -0.0661
H -0.0180 -0.2013 1.4393
H 0.9296 1.5095 -0.3474
C 3.2328 -0.5845 1.4842
C 4.7174 -0.7589 1.7255
O 5.4256 -0.4546 0.5260
H 2.6128 -1.0211 2.2680
H 2.9938 -1.0466 0.5268
H 2.9819 0.4782 1.4688
H 4.9627 -1.7614 2.0869
H 5.0411 -0.0911 2.5303
H 5.9698 -1.2013 0.2681
C -1.7520 1.9667 3.3891
C -0.8745 2.1136 4.6205
O -1.1656 1.1035 5.6030
H -1.2742 1.2849 2.6812
H -1.9015 2.9166 2.8722
H -2.7366 1.5893 3.6605
H -0.9131 3.0971 5.0890
H 0.1886 2.0230 4.3572
H -0.7035 0.3186 5.2862
C -3.1966 3.1172 0.0108
C -2.6315 2.6578 -1.3482
O -3.5897 2.7528 -2.3859
H -2.3631 3.2683 0.6949
H -3.8177 2.3061 0.3954
H -3.8205 4.0018 -0.0961
H -2.3849 1.6066 -1.2817
H -1.7296 3.2324 -1.5790
H -3.8587 3.6683 -2.4992
*
```

DFT total energy, eV: -42860.7720
SMILES: NC(N)=O.NC(N)=O.CC(C)O.CCO.CCO.CCO.CCO.CCO.CCO
Frontier orbital gap, eV: 9.741
LUMO, eV: 0.2

---

DFT (ωB97M-V/def2-TZVPD) results for a single C4H8N4 molecule at a distorted geometry.

```
! wB97M-V def2-TZVPD RIJCOSX def2/J DEFGRID3
* xyz 0 1
C 0.5642 -0.2204 -0.8532
C 1.0762 -0.1900 0.4579
N 1.1376 -0.5873 -2.0051
N -1.7833 -0.6733 -0.4036
C -0.7787 0.3314 -0.6127
C -0.2650 0.8260 0.9354
N 2.2363 -0.3064 0.9564
N -1.1597 0.6141 1.8854
H 0.5768 -0.8282 -2.8071
H 2.1066 -0.8722 -1.9977
H 2.2066 -0.4114 1.9720
H -2.5340 -0.4345 0.2488
H -1.3855 -1.5065 0.0233
H -1.1271 1.3446 2.5927
H -1.1255 1.1179 -1.2906
H 0.2548 1.7961 0.8981
*
```

DFT total energy, eV: -10233.9148
Frontier orbital gap (alpha / beta), eV: 6.696 / 7.508
LUMO (alpha / beta), eV: -0.6 / -0.4